[1]
The following is a DFT calculation (ωB97M-V with the def2-TZVPD basis set) of a structure of composition C13H31MnN5O8 at a distorted geometry.

XYZ file:
```
58
Properties=species:S:1:pos:R:3:mulliken_charge:R:1
H -0.354 0.560 4.325 0.1919
H -3.201 -1.750 3.583 0.3161
C -2.171 -2.065 3.568 -1.0024
C -1.280 0.288 3.708 -0.5543
H -1.990 -3.023 3.072 0.3057
H 1.632 -4.322 -3.841 0.3081
H 2.562 0.106 1.299 0.7218
H 3.090 -2.391 -3.105 0.3593
C 1.262 -4.464 -2.818 -1.0032
O 0.796 -0.626 2.214 -0.6177
C 2.393 1.023 0.747 -0.0205
N 2.909 2.076 1.413 0.0975
H 3.868 2.786 3.073 0.3862
H -0.910 -1.571 -3.570 0.1650
N 1.837 -3.438 -1.966 0.2182
H -1.305 1.001 2.858 -0.0013
H -0.059 -2.949 -1.133 0.1847
H 3.591 -2.474 -1.350 0.2735
Mn 0.155 -0.071 -0.478 1.8053
C 3.209 -3.034 -2.204 -0.9792
O -0.323 2.158 0.313 -0.4203
H -0.583 -0.088 -4.488 0.3459
H -0.393 3.807 -2.031 0.2201
H -1.935 -0.189 -3.451 0.2600
H -1.279 2.381 -2.814 0.1908
C -3.430 2.561 -1.221 -0.8339
O 1.902 1.053 -0.383 -0.7641
O -3.612 -1.547 -0.363 -0.6972
H -2.227 0.389 4.235 0.3372
H 0.201 -4.494 -2.697 0.3674
C 1.080 -2.813 -1.106 0.3959
H -4.050 3.234 -1.807 0.3323
H 3.900 -3.857 -2.312 0.3405
O -2.231 0.102 0.264 -0.3642
C -1.372 3.318 -2.223 -0.7018
O -1.379 -1.697 -0.423 -0.3947
C -0.871 -0.464 -3.500 -0.9984
C 3.128 1.992 2.846 -0.8570
N -2.103 3.037 -0.972 0.1555
H 1.463 3.638 1.239 0.1930
C 2.512 3.468 0.949 -0.8505
H 2.195 2.109 3.453 0.2192
H -3.406 1.567 -1.712 0.1980
N -2.468 -1.042 -0.181 0.6186
H -2.243 2.250 0.934 0.5355
H 1.635 -5.435 -2.486 0.3485
H -1.912 4.124 -2.779 0.3260
O 1.463 -1.959 -0.298 -0.8236
H -3.976 2.501 -0.248 0.3194
H 2.640 3.454 -0.164 0.2470
H 3.169 4.187 1.435 0.3935
C -0.188 -1.372 2.314 0.0737
N -1.211 -1.021 3.094 0.2815
H -1.893 -2.293 4.605 0.4353
H 3.697 1.064 3.120 0.3036
O -0.111 0.073 -2.448 -0.8459
H -0.297 -2.327 1.800 0.3133
C -1.524 2.470 0.110 -0.3548
```

As for the expectation value of S²: 8.754. The value obtained for the LUMO energy (spin up / spin down) is 0.715 / 0.709 eV. The calculation puts the electronic energy at -69131.688 eV. The HOMO-LUMO gap (spin up / spin down) is 0.2977 / 0.3103 Eh. The HOMO energy (spin up / spin down) comes out at -7.4 / -7.7 eV. As for the spin multiplicity: 6.


[2]
The following is a DFT calculation (ωB97M-V with the def2-TZVPD basis set) of a cluster of 4 separate species, C13H31NO6PS in total.

XYZ file:
```
53
Properties=species:S:1:pos:R:3:mulliken_charge:R:1
H 3.840 3.627 -2.628 0.2838
H 0.915 -3.056 3.266 0.2367
O -3.799 -2.251 -0.476 -0.5673
H -6.025 -0.976 -0.777 0.3738
C -2.818 1.131 -0.169 -0.2370
O -2.870 -0.315 -0.159 -0.2229
H 1.994 4.429 -1.074 0.3044
C -3.067 1.758 1.180 -1.2802
H -5.659 -0.589 0.904 0.3009
C -5.334 -0.446 -0.127 -1.1872
H 2.353 2.490 -5.061 0.3251
O 1.399 2.496 -3.297 -0.3908
S -0.402 -1.923 -3.165 -0.1047
H -1.032 -1.722 0.615 0.3090
H 0.450 5.127 -1.560 0.3383
C 3.063 -2.775 3.292 -0.5922
H -1.798 1.312 -0.504 0.1929
H 2.076 -3.201 6.967 0.3108
O -0.090 2.634 -1.707 -0.5226
C -1.162 -0.361 -2.733 0.7782
O 2.801 -0.865 6.230 -0.5419
H -4.087 1.588 1.526 0.3488
C 1.730 -2.844 2.573 -0.7162
H -1.652 -0.512 -1.779 -0.6580
H 2.099 4.102 -4.426 0.3797
H 3.861 -2.548 2.586 0.3299
H -2.901 2.832 1.115 0.4037
O 3.109 -1.694 4.224 -0.3842
H 0.903 -1.632 -3.112 0.2731
H 1.749 -3.630 1.816 0.3048
N -0.252 -2.031 0.037 -0.3778
C 3.781 3.044 -3.546 -0.9596
H -0.004 -4.035 -1.466 0.1711
H -3.476 1.537 -0.940 0.4534
C 2.635 -1.794 5.494 0.7178
P -0.713 -2.880 -1.145 0.1309
C -3.980 -1.076 -0.276 0.7892
H 4.059 2.017 -3.313 0.3002
C 0.808 3.183 -2.298 0.9051
C 1.872 -3.031 5.914 -0.8834
H 3.323 -3.718 3.773 0.3938
H 0.807 -2.822 5.805 0.2401
H 2.110 -3.930 5.353 0.3014
H -2.385 1.344 1.923 0.3304
C 2.398 3.091 -4.155 -0.4578
H -0.444 0.452 -2.696 -0.1230
H -1.898 -0.166 -3.503 0.4062
H -2.063 -3.180 -1.366 0.1890
H 4.507 3.447 -4.252 0.3629
H 1.521 -1.896 2.082 0.2784
C 1.302 4.550 -1.909 -1.2946
H 1.805 5.094 -2.701 0.3717
H -5.357 0.616 -0.355 0.3654
```

The value obtained for the LUMO energy is -3.308 eV. The calculation puts the electronic energy at -47875.248 eV. The HOMO-LUMO gap is 0.3087 Eh. As for the total charge: +1. The HOMO energy comes out at -11.7 eV.


[3]
The following is a DFT calculation (ωB97M-V with the def2-TZVPD basis set) of a cluster of 4 separate species, C13H32F2N3O9S2 in total at a distorted geometry.

XYZ file:
```
61
Properties=species:S:1:pos:R:3:mulliken_charge:R:1
O 2.892 -1.211 -1.519 -0.4988
C 1.315 -4.783 1.184 -0.8461
O -4.462 -1.536 -4.965 -0.5570
H 1.556 4.619 1.734 0.3614
H -2.280 4.783 3.486 0.4513
H -1.218 2.017 -0.091 0.4829
H 0.024 5.892 0.807 0.3792
H 1.171 -5.688 0.594 0.4011
F 1.081 -0.147 -2.572 -0.2175
C -0.874 3.015 0.181 -0.7646
H -0.332 6.689 2.430 0.3746
H -1.571 -1.568 1.290 0.5083
H -0.736 5.263 4.256 0.4350
S 3.014 0.867 0.419 0.8481
O 3.913 1.928 0.042 -0.3993
H -1.570 6.084 1.588 0.4120
O 0.395 3.201 -0.257 -0.4757
H 1.406 4.756 3.489 0.3962
H -1.159 3.634 4.324 0.3819
O -2.831 -2.972 -5.487 -0.3086
H 0.236 -2.786 -1.498 0.0823
H -1.447 -3.013 -2.927 -0.0410
H -1.272 3.821 -0.435 0.3624
N 0.403 -3.661 0.530 0.1054
H 0.930 -4.989 2.182 0.4208
H -1.310 -4.312 -4.899 0.3205
C -0.947 -4.225 0.540 -0.9587
C -0.518 5.855 1.752 -0.9075
C -0.564 -1.250 1.022 -0.3684
H -1.739 -3.555 0.205 0.2271
H 1.825 -3.293 -1.126 0.3619
H 0.224 -0.021 -0.251 0.3694
H 1.537 -1.938 0.936 0.0763
H -0.981 -5.184 0.022 0.4311
H 1.173 3.126 2.692 0.2852
H 0.800 2.335 -0.171 0.4552
H 2.385 -4.586 1.119 0.3420
C -1.062 3.241 1.668 -0.5921
H -1.022 -4.285 1.625 0.4893
H -2.133 3.385 1.812 0.3568
H 0.666 -4.526 -1.572 0.5195
C -1.514 -3.251 -5.042 -0.4487
N -0.417 4.448 2.396 0.0526
C 1.060 4.207 2.613 -0.7483
H -0.348 -1.905 -3.913 0.0808
S 2.399 0.164 -1.594 1.1049
H 0.451 -2.498 2.348 0.4490
C -3.296 -1.906 -4.803 0.6008
O -2.387 -1.500 -3.921 -0.2967
N 1.652 0.788 -0.213 -0.1805
F 2.473 1.499 1.799 -0.2639
O 3.046 1.084 -2.514 -0.4768
C -1.306 -2.419 -3.830 0.3674
O 3.519 -0.390 0.888 -0.3705
H -0.822 2.289 2.141 0.5313
C 0.784 -3.596 -1.016 -0.7662
H -0.835 -2.964 -5.846 0.2690
C 0.580 -2.330 1.279 -0.4080
H -0.372 -0.414 1.695 0.1883
C -1.243 4.499 3.667 -1.0290
O -0.345 -0.793 -0.295 -0.3574
```

As for the expectation value of S²: 0.761. The value obtained for the LUMO energy (spin up / spin down) is -8.105 / -12.312 eV. The calculation puts the electronic energy at -63977.839 eV. The HOMO-LUMO gap (spin up / spin down) is 0.2298 / 0.0752 Eh. As for the total charge: +2. The HOMO energy (spin up / spin down) comes out at -14.4 / -14.4 eV. As for the spin multiplicity: 2.


[4]
The following is a DFT calculation (ωB97M-V with the def2-TZVPD basis set) of a cluster of 3 separate species, C13H32N2O7S2 in total at a distorted geometry.

XYZ file:
```
56
Properties=species:S:1:pos:R:3:mulliken_charge:R:1
H -0.491 -2.393 2.817 0.2710
C -3.300 2.624 0.651 0.2034
C 0.578 -4.081 2.402 0.3552
H -2.938 -1.208 -5.537 0.3692
H 2.313 -4.623 3.580 0.3557
C 2.123 2.491 0.748 -0.5589
H 2.734 -3.847 2.060 0.2723
C 3.120 3.783 -1.005 -0.7572
H 4.061 3.367 -0.634 0.3325
O -2.041 3.089 0.535 -0.4767
H -0.505 -1.255 -1.430 0.1093
H 1.369 1.698 0.810 0.1925
H 3.958 3.977 2.114 0.3427
H -0.172 3.588 1.611 0.2676
N 0.606 4.248 1.657 -0.7101
O -0.173 -1.173 -4.860 -0.5636
H 0.117 -5.352 0.666 0.4163
H -4.259 3.245 0.393 0.3494
H 2.168 -5.527 2.067 0.3440
H 1.859 -4.764 -0.627 0.3392
C 2.028 -4.541 2.524 -1.4090
C -2.246 -0.609 -2.926 -0.6309
C 2.988 4.485 2.123 -1.4915
H -2.576 -1.729 -3.025 0.3988
H -3.189 0.119 -2.918 0.3350
C -0.034 -4.319 1.002 -0.8027
S -1.304 -0.170 -4.518 1.0908
H -2.916 -1.739 -0.495 0.4000
H -0.008 -4.670 3.118 0.4236
O -2.485 -0.326 -5.785 -0.4814
C -3.570 0.446 -0.172 -0.1454
H 3.137 3.758 -2.097 0.2395
C -2.405 -0.701 -0.292 -0.5960
H 0.654 4.631 0.708 0.3428
C 1.678 -3.688 -0.550 -0.7798
H 0.878 -2.113 2.022 0.3092
C 1.848 3.497 1.889 0.3913
H 1.719 -3.257 -1.553 0.2446
H 3.017 4.827 -0.706 0.2425
S -5.312 -0.339 -0.163 -0.2446
H -0.812 0.610 -1.462 0.3471
H 3.097 2.001 0.868 0.4653
H -1.768 -0.657 0.691 0.1947
H 2.876 4.969 3.102 0.3799
O -0.876 1.316 -4.498 -0.5823
O 0.403 -3.394 0.001 -0.1819
H -1.118 -4.175 1.080 0.3159
H -6.169 0.497 -0.898 0.1491
H 1.730 2.918 2.813 0.3996
C -1.352 -0.430 -1.562 -0.4264
N 0.492 -2.666 2.793 -0.7119
H 2.459 -3.208 0.042 0.2648
H 3.015 5.286 1.379 0.2775
O -3.449 1.219 1.076 -0.3129
O 1.993 3.040 -0.567 -0.2983
H -3.555 1.228 -1.061 0.4296
```

The value obtained for the LUMO energy is -0.417 eV. The calculation puts the electronic energy at -52976.598 eV. The HOMO-LUMO gap is 0.3100 Eh. The HOMO energy comes out at -8.9 eV. The SMILES is O=CO[C@H](S)CCCS(=O)(=O)O.COC[C@@H](C)N.COC[C@@H](C)N.